No. 1
Entry from the Open Molecules 2025 dataset: a structure of composition C19H39F3O9PTa at a distorted geometry (ωB97M-V/def2-TZVPD).

CARTESIAN COORDINATES (ANGSTROEM)
Ta  -0.05  -0.08  -0.83
C  -0.89  1.31  2.79
C  -1.44  -0.06  2.50
O  -1.79  -0.23  1.10
C  -3.16  0.14  0.80
C  -3.22  0.60  -0.64
O  -2.34  -0.20  -1.45
C  -2.80  -1.47  -1.94
C  -2.28  -2.58  -1.06
O  -0.89  -2.29  -0.74
C  -0.37  -3.18  0.27
C  1.11  -2.98  0.29
O  1.34  -1.55  0.45
C  2.72  -1.25  0.78
C  2.82  -0.07  1.69
O  2.63  1.22  0.97
C  2.54  2.40  1.90
C  1.14  2.53  2.52
O  0.35  1.42  2.08
H  -0.72  1.40  3.87
H  -1.57  2.11  2.48
H  -2.32  -0.25  3.12
H  -0.68  -0.81  2.71
H  -3.50  0.95  1.45
H  -3.79  -0.74  0.98
H  -2.86  1.63  -0.74
H  -4.24  0.55  -1.03
H  -2.41  -1.56  -2.95
H  -3.89  -1.50  -1.98
H  -2.33  -3.53  -1.60
H  -2.84  -2.67  -0.13
H  -0.60  -4.21  0.01
H  -0.83  -2.94  1.23
H  1.56  -3.31  -0.65
H  1.55  -3.53  1.12
H  3.30  -1.12  -0.14
H  3.14  -2.10  1.33
H  3.84  -0.02  2.09
H  2.10  -0.11  2.50
H  2.82  3.28  1.31
H  3.32  2.23  2.63
H  0.68  3.47  2.21
H  1.22  2.52  3.60
C  2.15  1.42  -6.07
C  2.20  1.15  -4.59
O  1.25  0.03  -4.30
P  0.89  -0.86  -3.11
O  2.10  -1.63  -2.46
C  2.93  -2.64  -3.20
C  3.93  -2.00  -4.12
O  -0.18  -1.86  -3.63
C  -0.41  -2.27  -5.07
C  -0.93  -3.68  -5.09
H  2.90  2.17  -6.31
H  1.17  1.81  -6.37
H  2.36  0.52  -6.65
H  1.87  2.01  -4.01
H  3.19  0.83  -4.27
H  2.24  -3.31  -3.72
H  3.43  -3.19  -2.40
H  3.46  -1.55  -5.00
H  4.60  -2.78  -4.48
H  4.54  -1.26  -3.60
H  0.54  -2.17  -5.59
H  -1.12  -1.55  -5.48
H  -0.28  -4.36  -4.54
H  -0.96  -4.01  -6.12
H  -1.95  -3.74  -4.69
F  2.45  0.92  -1.24
C  1.68  1.20  -0.12
F  -0.47  1.46  -1.68
F  1.29  2.45  -0.26

Orbital gap, eV: 7.4256
Molar mass, g mol⁻¹: 680.43
Total charge: +4
LUMO energy, eV: -14.80
Strongest force on any atom, eV/A: 3.3
ΔE to the lowest compared entry with this formula, charge and spin, kcal per mole: 17.4

=====

No. 2
Entry from the Open Molecules 2025 dataset: a cluster of 3 separate species, C3H11NO2 in total at a distorted geometry (ωB97M-V/def2-TZVPD).

CARTESIAN COORDINATES (ANGSTROEM)
C  0.82  -0.86  -1.12
C  0.36  0.57  -1.12
C  1.09  1.51  -0.53
N  0.82  2.97  -0.46
H  1.93  -0.69  -0.75
H  0.23  -1.41  -0.40
H  0.73  -1.43  -1.94
H  -0.47  0.79  -1.78
H  2.03  1.26  -0.02
H  -0.10  3.14  -0.01
H  0.79  3.27  -1.40
O  -0.16  -0.01  3.00
H  0.29  -0.48  2.34
H  -0.45  -0.77  3.54
O  -2.42  -3.20  -0.46
H  -2.26  -2.79  0.50
H  -1.44  -3.40  -0.58

Orbital gap, eV: 9.9306
Molar mass, g mol⁻¹: 93.13
LUMO energy, eV: 0.29
SMILES: C/C=C/N.O.O
Strongest force on any atom, eV/A: 6.0
ΔE to the lowest compared entry with this formula, charge and spin, kcal per mole: 44.9

=====

No. 3
Entry from the Open Molecules 2025 dataset: a cluster of 24 separate species, FH46O23 in total at a distorted geometry (ωB97M-V/def2-TZVPD).

CARTESIAN COORDINATES (ANGSTROEM)
F  0.51  -0.11  -0.15
O  1.03  -3.49  -4.22
H  1.07  -2.79  -3.57
H  0.36  -4.09  -3.89
O  0.47  5.38  0.24
H  0.40  4.65  0.84
H  1.22  5.17  -0.31
O  0.26  1.74  -2.69
H  1.12  1.49  -3.02
H  0.15  1.24  -1.88
O  -0.66  -5.01  0.62
H  -0.79  -4.18  1.06
H  -1.19  -5.64  1.12
O  -2.55  2.27  -0.11
H  -1.96  2.77  0.46
H  -2.35  1.36  0.09
O  -0.92  -0.50  -3.79
H  -0.98  0.32  -3.31
H  -0.41  -1.08  -3.22
O  -3.04  -1.70  1.87
H  -3.54  -1.27  2.56
H  -2.53  -2.36  2.33
O  -0.45  4.33  -3.14
H  -0.59  3.39  -3.11
H  0.25  4.49  -2.52
O  -1.11  -3.02  3.24
H  -0.99  -3.95  3.44
H  -1.02  -2.58  4.09
O  2.27  3.92  -1.34
H  2.58  3.03  -1.18
H  3.06  4.46  -1.30
O  2.82  0.75  -3.65
H  3.17  0.15  -4.31
H  3.59  1.13  -3.24
O  0.43  1.33  2.36
H  0.43  0.85  1.53
H  -0.10  2.11  2.18
O  0.72  -4.13  -1.47
H  0.98  -3.22  -1.27
H  0.24  -4.42  -0.70
O  -4.92  0.50  -0.60
H  -4.79  1.40  -0.89
H  -4.15  0.03  -0.91
O  -2.06  -0.50  -0.31
H  -2.34  -0.80  0.56
H  -1.10  -0.55  -0.28
O  3.63  -1.21  2.14
H  3.63  -1.39  3.08
H  2.76  -1.47  1.85
O  0.98  -2.17  1.71
H  0.65  -1.53  1.08
H  0.21  -2.44  2.21
O  -4.27  -2.39  -1.34
H  -3.42  -2.00  -1.13
H  -4.72  -2.47  -0.50
O  4.00  1.63  2.48
H  3.13  1.71  2.09
H  4.15  0.69  2.52
O  0.36  0.19  4.99
H  0.54  0.38  4.07
H  -0.11  0.96  5.30
O  1.37  -1.41  -2.29
H  0.97  -1.02  -1.51
H  1.85  -0.68  -2.69
O  2.94  1.27  -0.41
H  3.70  0.74  -0.19
H  2.20  0.67  -0.34
O  -2.13  3.16  2.63
H  -2.43  3.57  3.44
H  -2.58  2.31  2.61

Orbital gap, eV: 8.5626
Molar mass, g mol⁻¹: 433.34
Total charge: -1
LUMO energy, eV: 1.13
Strongest force on any atom, eV/A: 1.2
ΔE to the lowest compared entry with this formula, charge and spin, kcal per mole: 36.9

=====

No. 4
Entry from the Open Molecules 2025 dataset: the ion C6H8NO2 with charge +1 at a distorted geometry (ωB97M-V/def2-TZVPD).

CARTESIAN COORDINATES (ANGSTROEM)
O  2.86  1.32  0.08
C  2.10  0.24  0.04
C  2.52  -1.13  -0.01
O  1.42  -1.91  -0.04
C  0.39  -1.23  0.02
N  0.80  0.24  -0.05
C  -0.32  1.08  -0.11
C  -1.51  0.23  0.22
C  -1.09  -1.22  -0.08
H  3.79  1.17  -0.08
H  3.56  -1.45  0.00
H  -0.41  1.36  -1.14
H  -0.18  1.91  0.60
H  -2.46  0.53  -0.23
H  -1.78  0.29  1.35
H  -1.17  -1.76  -1.00
H  -1.40  -2.04  0.56

Orbital gap, eV: 9.6042
Molar mass, g mol⁻¹: 126.13
Total charge: +1
LUMO energy, eV: -3.66
SMILES: Oc1coc2[n+]1CCC2
Strongest force on any atom, eV/A: 7.9
ΔE to the lowest compared entry with this formula, charge and spin, kcal per mole: 1.6